The following is a DFT calculation (wB97M-V/def2-TZVPD) of a 2-piece molecular cluster, C2H9N3O overall in a non-equilibrium geometry.

Computed properties:
energy above the lowest of the compared OMol25 structures with the same formula, charge and spin	183.2	kJ/mol
Kohn-Sham gap	9.877	eV
HOMO level	-9.283	eV

Geometry as ORCA input:
```
! wB97M-V def2-TZVPD RIJCOSX def2/J DEFGRID3
* xyz 0 1
O 3.4897 -0.4334 0.2731
N -2.4255 0.9048 0.9972
N 1.1885 -0.6186 0.0025
N -1.2142 -0.1060 -1.0884
C -2.5379 0.1352 -0.2125
C 2.3651 0.0609 0.0962
H -2.0996 1.8954 1.1781
H -1.4288 -1.0716 -1.2995
H -2.7408 -0.9060 0.0279
H 2.0970 1.0745 -0.1731
H -1.4498 0.4650 -1.9637
H -2.3324 0.4746 1.8994
H -3.2670 0.5783 -0.8669
H 0.2993 -0.1332 -0.3408
H 1.1992 -1.3474 0.6724
*
```

Quick look at the Mulliken charges, all values in e: O -0.59; N -0.46; N -0.36; N -0.75; C -0.38; C 0.12; H 0.18; H 0.26; H 0.27; H 0.25; H 0.27; H 0.20; H 0.29; H 0.50; H 0.21



The following is a DFT calculation (wB97M-V/def2-TZVPD) of a 2-piece molecular cluster, C2H9N3O overall in a non-equilibrium geometry.

Computed properties:
energy above the lowest of the compared OMol25 structures with the same formula, charge and spin	362.3	kJ/mol
Kohn-Sham gap	8.120	eV
HOMO level	-8.082	eV

Geometry as ORCA input:
```
! wB97M-V def2-TZVPD RIJCOSX def2/J DEFGRID3
* xyz 0 1
O 2.2127 -0.2851 0.7294
N 2.0757 0.9278 0.4100
N 1.7750 1.0188 -0.8514
N -0.6186 -0.6182 0.7386
C -0.8283 -1.2755 -0.5358
C -1.4526 0.5577 0.8975
H -1.2442 1.0342 1.8593
H -1.8447 -1.6753 -0.6177
H -0.1364 -2.1180 -0.6306
H 2.1724 1.8463 -1.2812
H -2.5168 0.2983 0.8745
H 0.4245 -0.5362 1.0161
H -1.2703 1.2895 0.1020
H -0.6479 -0.5966 -1.3779
H 1.8996 0.1322 -1.3328
*
```

Quick look at the Mulliken charges, all values in e: O -0.48; N 0.06; N -0.16; N -0.34; C -0.88; C -0.87; H 0.32; H 0.30; H 0.30; H 0.30; H 0.28; H 0.33; H 0.30; H 0.28; H 0.25



The following is a DFT calculation (wB97M-V/def2-TZVPD) of C2H9N3O as an isolated structure in a non-equilibrium geometry.

Computed properties:
energy above the lowest of the compared OMol25 structures with the same formula, charge and spin	239.1	kJ/mol
Kohn-Sham gap	10.136	eV
HOMO level	-9.135	eV

Geometry as ORCA input:
```
! wB97M-V def2-TZVPD RIJCOSX def2/J DEFGRID3
* xyz 0 1
O 0.9688 -1.7608 -0.0817
N -0.0964 0.2607 -0.4154
N -2.4100 0.8808 -0.0659
N 2.2247 0.2959 -0.0597
C 1.0051 -0.3907 0.2289
C -1.3173 0.0602 0.2847
H -0.7798 -0.0041 1.5432
H 2.9890 -0.0872 0.4804
H 2.4743 0.2120 -1.0431
H -2.1885 1.8684 -0.0850
H 0.5231 -0.3462 1.4445
H 0.8973 -1.8581 -1.0424
H -2.8388 0.6174 -0.9437
H -1.5747 -0.9963 0.2657
H 0.1231 1.2481 -0.5106
*
```

Quick look at the Mulliken charges, all values in e: O -0.52; N -0.35; N -0.54; N -0.62; C 0.24; C -0.34; H 0.18; H 0.25; H 0.25; H 0.24; H 0.08; H 0.29; H 0.27; H 0.33; H 0.26



> The highest energy above the lowest of the compared OMol25 structures with the same formula, charge and spin belongs to which entry?

number 2